(1)
This record from OMol25 describes a structure of composition C36H33IN6O2OsS4 at a distorted geometry. The level of theory is wB97M-V/def2-TZVPD.

Results
HOMO energy (alpha / beta): -12.36 / -12.90 eV
relative energy (zero: lowest compared OMol25 entry of this formula, charge and spin): 0.00 kJ/mol
E_LUMO (alpha / beta): -5.6 / -8.2 eV

Geometry as ORCA input:
```
! wB97M-V def2-TZVPD RIJCOSX def2/J DEFGRID3
* xyz 2 5
Os 16.395 12.178 8.135
I 15.358 9.624 4.870
S 19.939 11.593 10.602
S 16.235 12.983 6.096
S 16.960 11.128 10.806
S 13.221 12.578 7.147
O 16.805 10.282 7.936
O 14.357 11.711 7.891
N 16.107 14.113 8.573
N 16.291 15.147 7.729
N 16.904 15.481 5.489
N 16.987 16.758 5.981
N 18.313 12.193 8.761
N 15.473 8.795 8.932
C 10.161 14.063 8.861
C 12.025 11.259 6.862
C 16.148 8.475 6.572
C 9.915 10.358 7.940
C 9.268 15.860 7.472
C 18.263 18.767 6.072
C 11.291 10.731 8.085
C 15.037 14.758 12.074
C 17.038 15.509 10.242
C 16.151 14.455 9.926
C 9.815 9.420 10.188
C 18.306 17.401 4.056
C 21.928 12.613 8.719
C 15.849 15.843 12.321
C 12.646 13.540 8.574
C 10.482 15.994 6.786
C 19.785 19.297 4.290
C 16.916 16.178 11.448
C 9.251 9.677 8.933
C 11.539 15.225 7.221
C 18.349 11.658 10.005
C 19.536 12.509 8.201
C 19.744 12.898 6.918
C 21.032 13.284 6.558
C 20.617 12.231 9.081
C 16.384 14.734 6.448
C 16.060 9.230 7.845
C 19.289 18.199 3.546
C 11.200 9.702 10.327
C 15.194 14.031 10.854
C 19.246 19.548 5.545
C 9.106 14.904 8.499
C 22.122 13.078 7.421
C 17.827 17.631 5.370
C 11.410 14.276 8.282
C 11.902 10.340 9.270
H 10.621 16.728 5.984
H 17.914 16.491 3.557
H 14.301 14.445 12.788
H 17.939 18.890 7.136
H 9.410 10.552 6.929
H 16.584 17.006 6.890
H 17.727 15.847 9.449
H 9.253 8.863 10.953
H 21.256 13.689 5.598
H 12.553 12.830 9.418
H 15.492 9.358 9.808
H 14.769 13.034 10.732
H 12.933 10.498 9.553
H 20.478 20.041 3.851
H 11.798 9.447 11.183
H 23.141 13.330 7.105
H 19.879 18.007 2.617
H 8.112 14.836 9.018
H 15.685 7.453 6.536
H 12.547 15.470 6.836
H 9.995 13.259 9.565
H 19.694 20.384 6.127
H 15.655 16.534 13.167
H 14.998 7.896 8.963
H 18.892 13.004 6.228
H 12.608 10.478 6.295
H 8.267 9.296 8.733
H 22.811 12.395 9.324
H 8.446 16.428 7.135
H 17.653 16.932 11.725
H 17.198 8.354 6.253
H 13.497 14.213 8.744
H 11.292 11.745 6.225
*
```

Here are the Mulliken charges for atoms 1 to 6, given in e: 0.8768, 0.1142, -0.1853, -0.5079, -0.3441, 0.3513


(2)
This record from OMol25 describes a structure of composition C36H33N2O3Re at a distorted geometry. The level of theory is wB97M-V/def2-TZVPD.

Results
HOMO energy (alpha / beta): -10.54 / -10.20 eV
relative energy (zero: lowest compared OMol25 entry of this formula, charge and spin): 6.87 kJ/mol
E_LUMO (alpha / beta): -3.4 / -3.1 eV

Geometry as ORCA input:
```
! wB97M-V def2-TZVPD RIJCOSX def2/J DEFGRID3
* xyz 1 2
Re -0.148 0.116 0.418
O -1.374 1.267 -0.467
O -1.156 -1.401 0.879
O 1.597 -0.801 1.254
N 2.605 -1.569 3.091
N -0.044 -0.864 -1.654
C -1.372 3.351 -1.676
C 1.922 1.682 -1.374
C 0.307 -2.848 -2.929
C -0.728 4.385 -2.349
C 1.680 -0.823 2.513
C -0.653 1.271 -2.773
C -0.355 -4.897 1.732
C -0.220 -0.174 -2.794
C -0.037 0.931 2.391
C -0.185 -5.624 2.901
C -0.991 -2.768 0.483
C -2.682 3.516 -1.251
C -0.085 -0.782 -4.034
C 3.158 1.958 -0.806
C -3.564 -4.616 -1.673
C 0.756 2.268 -0.868
C -1.394 5.573 -2.601
C 0.199 -2.130 -4.106
C -1.109 -3.019 3.008
C 2.102 3.425 0.780
C 0.725 -0.011 3.327
C -2.348 -4.210 -1.138
C -4.701 -3.013 -0.302
C -2.706 5.740 -2.174
C -2.297 -3.200 -0.185
C 0.868 3.143 0.219
C -0.469 -5.048 4.132
C 0.242 -2.952 -0.424
C -3.346 4.712 -1.500
C 0.171 -2.195 -1.717
C -0.651 2.028 -1.448
C -3.488 -2.609 0.233
C 3.249 2.830 0.268
C -0.944 -3.747 4.180
C -4.743 -4.018 -1.259
C -0.796 -3.577 1.774
H -0.888 6.374 -3.126
H 0.503 1.878 2.344
H -3.223 6.671 -2.363
H -3.461 -1.824 0.976
H 4.049 1.499 -1.213
H -0.028 3.613 0.606
H 0.379 -4.005 -0.646
H 0.062 -0.720 3.825
H 0.311 -2.620 -5.065
H -5.690 -4.337 -1.674
H -4.367 4.838 -1.163
H -1.206 -3.301 5.133
H 0.486 -3.914 -2.942
H -3.176 2.712 -0.723
H 1.120 -2.638 0.137
H -1.520 -2.020 3.041
H 1.275 0.510 4.115
H -1.686 1.288 -3.131
H -0.071 1.833 -3.506
H 2.171 4.116 1.610
H 1.875 1.016 -2.225
H -3.585 -5.405 -2.415
H 0.159 -6.649 2.848
H -5.617 -2.542 0.032
H 0.302 4.268 -2.672
H 4.215 3.057 0.700
H -0.341 -5.619 5.042
H -0.156 -5.384 0.784
H -1.026 1.157 2.793
H 2.673 -1.624 4.092
H -0.218 -0.188 -4.930
H 3.201 -2.157 2.530
H -1.447 -4.706 -1.474
*
```

Here are the Mulliken charges for atoms 1 to 6, given in e: 1.1464, -0.5922, -0.1097, -0.8010, -0.3527, 0.5511


(3)
This record from OMol25 describes a structure of composition C36H34F7N5O5PSSr at a distorted geometry. The level of theory is wB97M-V/def2-TZVPD.

Results
HOMO energy (alpha / beta): -6.02 / -6.54 eV
relative energy (zero: lowest compared OMol25 entry of this formula, charge and spin): 266.69 kJ/mol
E_LUMO (alpha / beta): -2.0 / -2.0 eV

Geometry as ORCA input:
```
! wB97M-V def2-TZVPD RIJCOSX def2/J DEFGRID3
* xyz 0 2
Sr -0.176 0.069 0.441
S -0.261 -3.043 2.419
P 2.234 1.707 2.593
F -2.890 5.897 3.101
F 2.261 3.133 1.863
F 3.755 1.447 2.194
F 2.127 0.229 3.206
F 0.636 1.877 2.876
F 1.772 1.028 1.084
F 2.621 2.347 3.993
O 0.329 1.885 -3.560
O -0.232 -3.074 3.870
O -0.869 -4.192 1.775
O -0.544 2.417 0.504
O -0.322 0.771 -1.707
N -2.662 0.331 0.685
N -1.497 5.301 -2.192
N -3.321 10.600 1.344
N -0.937 -1.675 1.869
N -3.301 8.110 1.319
C -1.882 4.644 1.398
C -0.935 4.119 -2.580
C 2.347 -2.486 -0.364
C 2.066 -4.181 2.509
C 1.473 -3.069 1.960
C -4.299 10.072 0.313
C -4.919 1.223 1.973
C -0.656 7.416 -3.203
C -0.134 1.806 -2.425
C -0.851 3.239 -0.348
C -3.037 -0.283 1.862
C -4.716 -0.561 3.653
C -1.538 4.487 0.061
C -3.388 1.286 0.169
C -3.332 8.555 2.711
C 4.297 -3.201 2.215
C -4.535 1.799 0.799
C -4.210 0.133 2.526
C 3.462 -4.306 2.564
C -2.752 6.846 0.921
C -2.415 6.686 -0.407
C 0.986 -2.715 -0.945
C -1.825 5.495 -0.858
C -3.677 10.057 2.707
C 3.767 -2.117 1.627
C 2.907 -1.400 -1.247
C 2.334 -2.104 1.156
C -4.479 8.577 0.605
C -2.243 -1.406 2.399
C -1.730 6.343 -3.194
C -0.623 3.084 -1.769
C -4.065 -1.687 4.031
C -2.497 5.790 1.809
C -2.868 -2.110 3.407
C 2.011 -1.066 -2.183
C 0.804 -1.903 -1.994
H -2.406 -3.000 3.802
H -2.724 6.763 -3.030
H -4.601 8.041 -0.331
H -2.407 10.217 1.093
H -3.851 10.271 -0.658
H -3.067 1.673 -0.795
H 2.946 -3.402 -0.444
H 2.015 -1.070 1.238
H -3.123 10.624 3.450
H 3.879 -0.948 -1.107
H -5.807 1.570 2.493
H 0.322 6.980 -3.415
H -0.077 -1.845 -2.617
H -5.215 10.649 0.419
H -4.445 -2.287 4.850
H -0.867 8.161 -3.973
H 4.370 -1.248 1.390
H 3.896 -5.198 2.999
H -0.585 7.924 -2.239
H -4.071 8.043 3.327
H 5.353 -3.226 2.456
H -3.265 11.616 1.329
H -4.740 10.255 2.828
H 0.296 -3.454 -0.556
H 1.464 -4.944 2.985
H -2.559 7.516 -1.086
H -5.615 -0.214 4.147
H -1.655 3.845 2.097
H -1.774 5.836 -4.156
H 2.098 -0.294 -2.934
H -0.732 4.016 -3.641
H -5.387 8.410 1.196
H -2.355 8.399 3.158
H -5.095 2.609 0.349
*
```

Here are the Mulliken charges for atoms 1 to 6, given in e: 2.9309, 1.1350, 1.3155, -0.3725, -0.4044, -0.3872


What did the third record say?
This record from OMol25 describes a structure of composition C36H34F7N5O5PSSr at a distorted geometry. The level of theory is wB97M-V/def2-TZVPD.

Results
HOMO energy (alpha / beta): -6.02 / -6.54 eV
relative energy (zero: lowest compared OMol25 entry of this formula, charge and spin): 266.69 kJ/mol
E_LUMO (alpha / beta): -2.0 / -2.0 eV

Geometry as ORCA input:
```
! wB97M-V def2-TZVPD RIJCOSX def2/J DEFGRID3
* xyz 0 2
Sr -0.176 0.069 0.441
S -0.261 -3.043 2.419
P 2.234 1.707 2.593
F -2.890 5.897 3.101
F 2.261 3.133 1.863
F 3.755 1.447 2.194
F 2.127 0.229 3.206
F 0.636 1.877 2.876
F 1.772 1.028 1.084
F 2.621 2.347 3.993
O 0.329 1.885 -3.560
O -0.232 -3.074 3.870
O -0.869 -4.192 1.775
O -0.544 2.417 0.504
O -0.322 0.771 -1.707
N -2.662 0.331 0.685
N -1.497 5.301 -2.192
N -3.321 10.600 1.344
N -0.937 -1.675 1.869
N -3.301 8.110 1.319
C -1.882 4.644 1.398
C -0.935 4.119 -2.580
C 2.347 -2.486 -0.364
C 2.066 -4.181 2.509
C 1.473 -3.069 1.960
C -4.299 10.072 0.313
C -4.919 1.223 1.973
C -0.656 7.416 -3.203
C -0.134 1.806 -2.425
C -0.851 3.239 -0.348
C -3.037 -0.283 1.862
C -4.716 -0.561 3.653
C -1.538 4.487 0.061
C -3.388 1.286 0.169
C -3.332 8.555 2.711
C 4.297 -3.201 2.215
C -4.535 1.799 0.799
C -4.210 0.133 2.526
C 3.462 -4.306 2.564
C -2.752 6.846 0.921
C -2.415 6.686 -0.407
C 0.986 -2.715 -0.945
C -1.825 5.495 -0.858
C -3.677 10.057 2.707
C 3.767 -2.117 1.627
C 2.907 -1.400 -1.247
C 2.334 -2.104 1.156
C -4.479 8.577 0.605
C -2.243 -1.406 2.399
C -1.730 6.343 -3.194
C -0.623 3.084 -1.769
C -4.065 -1.687 4.031
C -2.497 5.790 1.809
C -2.868 -2.110 3.407
C 2.011 -1.066 -2.183
C 0.804 -1.903 -1.994
H -2.406 -3.000 3.802
H -2.724 6.763 -3.030
H -4.601 8.041 -0.331
H -2.407 10.217 1.093
H -3.851 10.271 -0.658
H -3.067 1.673 -0.795
H 2.946 -3.402 -0.444
H 2.015 -1.070 1.238
H -3.123 10.624 3.450
H 3.879 -0.948 -1.107
H -5.807 1.570 2.493
H 0.322 6.980 -3.415
H -0.077 -1.845 -2.617
H -5.215 10.649 0.419
H -4.445 -2.287 4.850
H -0.867 8.161 -3.973
H 4.370 -1.248 1.390
H 3.896 -5.198 2.999
H -0.585 7.924 -2.239
H -4.071 8.043 3.327
H 5.353 -3.226 2.456
H -3.265 11.616 1.329
H -4.740 10.255 2.828
H 0.296 -3.454 -0.556
H 1.464 -4.944 2.985
H -2.559 7.516 -1.086
H -5.615 -0.214 4.147
H -1.655 3.845 2.097
H -1.774 5.836 -4.156
H 2.098 -0.294 -2.934
H -0.732 4.016 -3.641
H -5.387 8.410 1.196
H -2.355 8.399 3.158
H -5.095 2.609 0.349
*
```

Here are the Mulliken charges for atoms 1 to 6, given in e: 2.9309, 1.1350, 1.3155, -0.3725, -0.4044, -0.3872


Question: relative energy (zero: lowest compared OMol25 entry of this formula, charge and spin) of number 3 (C36H34F7N5O5PSSr)?
Answer: 266.69 kJ/mol


Question: Which formula does entry 2 have?
Answer: C36H33N2O3Re


Question: Which of these has the highest relative energy (zero: lowest compared OMol25 entry of this formula, charge and spin)?
Answer: C36H34F7N5O5PSSr